Molecular formula: C2H3AuLiO2
Method: DFT, ωB97M-V with the def2-TZVPD basis set

XYZ file:
```
9
Properties=species:S:1:pos:R:3
O 1.88 0.27 0.56
C 0.92 -0.55 0.33
C -0.05 -0.11 -0.72
O -1.32 -0.23 -0.18
H 0.10 -0.80 -1.58
H 0.20 0.90 -1.11
Li -2.83 0.51 -0.71
Au -0.89 -0.51 1.83
H 1.99 0.52 1.59
```

## Properties
- charge = +1
- total energy (eV) = -10103.461
- expectation value of S² = 2.024
- M (g mol⁻¹) = 263.0
- energy relative to the best compared isomer or geometry (same formula, charge and spin) (eV) = 0.0000
- multiplicity = 3